This record from the OMol25 dataset describes a cluster of 2 separate species, C5H11O2 in total at a distorted geometry. The level of theory is ωB97M-V/def2-TZVPD.

HOMO	-3.5	eV
charge	-1
E	-9458.8400	eV
orbital gap	7.216	eV
energy relative to the best compared isomer or geometry (same formula, charge and spin)	1.1891	eV
LUMO level	3.74	eV

Atoms and positions in Å:
C  0.89  0.69  0.29
C  2.06  -0.17  0.34
C  0.88  1.55  1.68
H  0.82  1.25  -0.68
H  -0.11  0.12  0.35
H  2.48  -0.24  1.37
H  1.35  0.99  2.49
H  1.64  2.29  1.51
H  2.97  0.20  -0.24
H  1.88  -1.20  0.04
H  -0.06  2.03  1.85
C  -2.63  -0.84  -0.96
C  -1.38  -1.29  -1.71
O  -0.58  -0.56  -2.27
O  -1.29  -2.51  -1.73
H  -2.95  -1.67  -0.29
H  -3.48  -0.70  -1.63
H  -2.50  0.05  -0.43


This record from the OMol25 dataset describes a cluster of 5 separate species, C14H38FNO7S in total. The level of theory is ωB97M-V/def2-TZVPD.

HOMO	-9.8	eV
SMILES	CCCCN(OC[C@@H](C)C(C)C)S(=O)(=O)F.CO.CO.CO.CO
E	-44506.0148	eV
orbital gap	10.173	eV
LUMO level	0.42	eV

Atoms and positions in Å:
C  -4.90  1.54  0.59
C  -3.83  1.20  -0.46
C  -4.00  -0.15  -1.16
C  -4.60  -1.28  -0.33
N  -3.75  -1.50  0.86
O  -2.65  -2.30  0.44
C  -1.46  -2.01  1.21
C  -0.25  -2.14  0.29
C  -0.24  -1.06  -0.78
C  1.07  -2.15  1.10
C  1.05  -1.24  2.33
C  1.48  -3.57  1.47
S  -4.48  -2.37  2.09
O  -4.99  -3.63  1.68
O  -3.69  -2.23  3.26
F  -5.72  -1.42  2.27
H  -5.90  1.28  0.24
H  -4.90  2.61  0.80
H  -4.73  1.02  1.53
H  -3.85  1.97  -1.23
H  -2.84  1.25  -0.01
H  -3.03  -0.50  -1.50
H  -4.61  -0.04  -2.07
H  -5.61  -1.07  0.00
H  -4.62  -2.20  -0.92
H  -1.41  -2.72  2.04
H  -1.55  -1.01  1.62
H  -0.35  -3.12  -0.20
H  -0.25  -0.06  -0.33
H  -1.11  -1.15  -1.42
H  0.65  -1.15  -1.39
H  1.83  -1.74  0.43
H  2.02  -1.31  2.83
H  0.93  -0.19  2.06
H  0.29  -1.52  3.06
H  0.70  -4.06  2.05
H  1.67  -4.17  0.58
H  2.39  -3.57  2.08
C  -0.11  3.30  -1.89
O  -1.18  2.37  -2.01
H  -0.26  3.82  -0.95
H  0.86  2.80  -1.86
H  -0.11  4.03  -2.70
H  -1.07  1.89  -2.84
C  3.86  0.09  -1.26
O  2.49  0.29  -1.60
H  4.15  -0.86  -1.70
H  4.50  0.87  -1.67
H  3.99  0.03  -0.17
H  2.21  1.13  -1.22
C  3.17  1.85  3.11
O  1.81  1.99  2.72
H  3.45  0.82  2.88
H  3.83  2.52  2.55
H  3.31  2.02  4.18
H  1.53  2.89  2.92
C  6.59  2.65  -3.85
O  5.94  1.41  -3.64
H  6.50  3.22  -2.92
H  7.65  2.53  -4.07
H  6.12  3.23  -4.65
H  6.01  0.89  -4.44


This record from the OMol25 dataset describes a structure of composition C4H5ClN2O at a distorted geometry. The level of theory is ωB97M-V/def2-TZVPD.

HOMO	-8.5	eV
E	-21774.9759	eV
orbital gap	9.179	eV
energy relative to the best compared isomer or geometry (same formula, charge and spin)	4.4614	eV
LUMO level	0.68	eV

Atoms and positions in Å:
C  -0.67  -0.73  -0.60
C  -0.07  -2.03  -0.77
C  -0.08  -0.03  0.37
C  -0.29  2.26  0.08
N  0.93  -2.28  0.02
N  1.32  -1.24  0.69
O  0.01  1.14  0.91
Cl  1.89  -1.48  2.28
H  -1.56  -0.46  -1.15
H  -0.38  -2.76  -1.47
H  -1.37  2.34  -0.08
H  0.20  2.16  -0.89
H  0.07  3.14  0.61


This record from the OMol25 dataset describes the molecule C18H24N2O5. The level of theory is ωB97M-V/def2-TZVPD.

HOMO	-8.6	eV
SMILES	CCCOc1ccccc1[C@H]1NC(=O)NC(C)=C1C(=O)OCCOC
E	-32273.8659	eV
orbital gap	9.293	eV
energy relative to the best compared isomer or geometry (same formula, charge and spin)	1.1370	eV
LUMO level	0.68	eV

Atoms and positions in Å:
C  -3.91  -2.03  0.39
C  -3.75  -0.73  1.16
C  -2.34  -0.50  1.71
O  -1.41  -0.15  0.70
C  -0.72  -1.08  -0.01
C  -0.60  -2.42  0.33
C  0.15  -3.28  -0.45
C  0.79  -2.82  -1.59
C  0.68  -1.49  -1.92
C  -0.05  -0.60  -1.15
C  -0.18  0.85  -1.58
N  -1.56  1.14  -1.92
C  -2.45  1.78  -1.12
O  -3.65  1.76  -1.29
N  -1.88  2.55  -0.12
C  -0.55  2.60  0.16
C  -0.14  3.57  1.22
C  0.32  1.82  -0.52
C  1.75  1.88  -0.28
O  2.32  2.68  0.42
O  2.43  0.92  -0.97
C  3.84  0.95  -0.87
C  4.39  0.46  0.48
O  4.41  -0.94  0.64
C  3.14  -1.50  0.89
H  -3.25  -2.05  -0.47
H  -4.93  -2.13  0.04
H  -3.68  -2.89  1.02
H  -4.01  0.11  0.51
H  -4.44  -0.72  2.01
H  -2.00  -1.36  2.28
H  -2.35  0.37  2.37
H  -1.09  -2.81  1.21
H  0.22  -4.32  -0.17
H  1.37  -3.50  -2.20
H  1.19  -1.11  -2.80
H  0.42  0.98  -2.49
H  -1.98  0.54  -2.61
H  -2.53  3.08  0.44
H  0.46  4.37  0.79
H  0.48  3.08  1.96
H  -1.02  4.00  1.71
H  4.20  0.29  -1.67
H  4.19  1.97  -1.03
H  5.44  0.77  0.55
H  3.82  0.94  1.30
H  2.69  -1.06  1.79
H  2.46  -1.37  0.05
H  3.31  -2.56  1.06


This record from the OMol25 dataset describes a structure of composition CH14Mn2O10 at a distorted geometry. The level of theory is ωB97M-V/def2-TZVPD.

HOMO (spin up / spin down)	-16.6 / -16.6	eV
charge	+2
E	-84364.9253	eV
orbital gap (spin up / spin down)	7.315 / 7.238	eV
energy relative to the best compared isomer or geometry (same formula, charge and spin)	0.3836	eV
<S²>	30.0053
multiplicity	11
LUMO level (spin up / spin down)	-9.31 / -9.38	eV

Atoms and positions in Å:
Mn  5.13  15.42  -7.95
Mn  8.14  14.04  -3.37
C  6.63  14.76  -5.20
O  6.26  14.59  -3.95
O  5.79  14.83  -6.13
O  7.90  14.87  -5.34
O  3.44  13.08  -5.35
H  4.25  13.62  -5.27
H  2.75  13.63  -4.94
O  8.30  17.71  -4.70
H  7.98  17.79  -3.79
H  8.42  16.77  -4.88
O  9.79  13.72  -7.23
H  10.50  14.26  -6.85
H  8.98  14.12  -6.91
O  5.60  17.06  -2.78
H  5.66  16.32  -3.39
H  4.98  17.69  -3.15
O  3.77  16.80  -7.14
H  3.33  16.50  -6.32
H  3.48  17.72  -7.27
O  2.43  15.68  -4.36
H  1.77  16.02  -3.75
H  3.12  15.31  -3.78
O  3.79  13.81  -7.92
H  3.34  13.21  -8.53
H  3.60  13.48  -7.00


This record from the OMol25 dataset describes the ion C5H8N with charge +1 at a distorted geometry. The level of theory is ωB97M-V/def2-TZVPD.

HOMO	-15.4	eV
charge	+1
SMILES	CC1=[NH+]CC=C1
E	-6797.1104	eV
orbital gap	10.553	eV
energy relative to the best compared isomer or geometry (same formula, charge and spin)	0.9781	eV
LUMO level	-4.89	eV

Atoms and positions in Å:
C  0.00  -1.23  -1.69
C  -0.14  -0.30  -0.50
N  0.19  0.96  -0.46
C  0.10  1.46  0.94
C  -0.40  0.26  1.75
C  -0.43  -0.71  0.83
H  0.27  -0.68  -2.67
H  -0.70  -2.03  -1.68
H  0.96  -1.69  -1.35
H  0.51  1.58  -1.24
H  -0.50  2.29  1.18
H  1.16  1.83  1.14
H  -0.39  -0.01  2.80
H  -0.64  -1.73  0.97


Which formula does entry 1 have? C5H11O2


Repeat the second record exactly.
This record from the OMol25 dataset describes a cluster of 5 separate species, C14H38FNO7S in total. The level of theory is ωB97M-V/def2-TZVPD.

HOMO	-9.8	eV
SMILES	CCCCN(OC[C@@H](C)C(C)C)S(=O)(=O)F.CO.CO.CO.CO
E	-44506.0148	eV
orbital gap	10.173	eV
LUMO level	0.42	eV

Atoms and positions in Å:
C  -4.90  1.54  0.59
C  -3.83  1.20  -0.46
C  -4.00  -0.15  -1.16
C  -4.60  -1.28  -0.33
N  -3.75  -1.50  0.86
O  -2.65  -2.30  0.44
C  -1.46  -2.01  1.21
C  -0.25  -2.14  0.29
C  -0.24  -1.06  -0.78
C  1.07  -2.15  1.10
C  1.05  -1.24  2.33
C  1.48  -3.57  1.47
S  -4.48  -2.37  2.09
O  -4.99  -3.63  1.68
O  -3.69  -2.23  3.26
F  -5.72  -1.42  2.27
H  -5.90  1.28  0.24
H  -4.90  2.61  0.80
H  -4.73  1.02  1.53
H  -3.85  1.97  -1.23
H  -2.84  1.25  -0.01
H  -3.03  -0.50  -1.50
H  -4.61  -0.04  -2.07
H  -5.61  -1.07  0.00
H  -4.62  -2.20  -0.92
H  -1.41  -2.72  2.04
H  -1.55  -1.01  1.62
H  -0.35  -3.12  -0.20
H  -0.25  -0.06  -0.33
H  -1.11  -1.15  -1.42
H  0.65  -1.15  -1.39
H  1.83  -1.74  0.43
H  2.02  -1.31  2.83
H  0.93  -0.19  2.06
H  0.29  -1.52  3.06
H  0.70  -4.06  2.05
H  1.67  -4.17  0.58
H  2.39  -3.57  2.08
C  -0.11  3.30  -1.89
O  -1.18  2.37  -2.01
H  -0.26  3.82  -0.95
H  0.86  2.80  -1.86
H  -0.11  4.03  -2.70
H  -1.07  1.89  -2.84
C  3.86  0.09  -1.26
O  2.49  0.29  -1.60
H  4.15  -0.86  -1.70
H  4.50  0.87  -1.67
H  3.99  0.03  -0.17
H  2.21  1.13  -1.22
C  3.17  1.85  3.11
O  1.81  1.99  2.72
H  3.45  0.82  2.88
H  3.83  2.52  2.55
H  3.31  2.02  4.18
H  1.53  2.89  2.92
C  6.59  2.65  -3.85
O  5.94  1.41  -3.64
H  6.50  3.22  -2.92
H  7.65  2.53  -4.07
H  6.12  3.23  -4.65
H  6.01  0.89  -4.44


Among the records above, which one has the lowest E? CH14Mn2O10